The following is a quantum chemistry calculation of a molecular structure, C3H8OSi, from the Open Molecules 2025 dataset.

The geometry in ORCA input format:
```
! wB97M-V def2-TZVPD RIJCOSX def2/J DEFGRID3
* xyz 0 1
C 0.92422 0.05586 0.64762
C 1.66861 0.77509 -0.40560
C 0.03550 -1.10099 0.25870
O 0.81785 0.44243 1.77577
Si -2.01798 0.08358 -0.03226
H 0.92769 0.81076 -1.24417
H 2.25196 1.70978 -0.25236
H 2.34145 0.05738 -0.89664
H 0.30647 -1.62232 -0.64056
H -0.19726 -1.79208 1.02436
H -2.54085 0.63626 1.30299
H -2.98424 -1.00275 -0.43186
H -1.53343 0.94701 -1.10600
*
```

Values from the calculation:
* HOMO: -9.215 eV
* strongest force on any atom: 3.48 eV Å⁻¹
* Kohn-Sham gap: 9.65 eV
* ΔE to the lowest compared entry with this formula, charge and spin: 2.332 eV
* E: -13163.697 eV